ORCA calculation (ωB97M-V/def2-TZVPD) on 2 unconnected molecules or ions with the total composition C3H2F2I2O at a distorted geometry.

ORCA input file:
```
! RIJCOSX wB97M-V def2-TZVPD def2/J DEFGRID3
* xyz 0 1
C 1.2579 0.4957 0.7756
C 1.3146 -0.5175 -0.0724
F 0.5647 -1.5829 0.0239
I 2.5315 -0.7624 -1.8471
H 0.9010 0.2202 1.7366
H 1.6168 1.4939 0.5584
O -1.8904 -0.4306 0.9617
C -1.9894 0.1414 -0.0576
F -2.0152 1.4797 -0.0635
I -2.2916 -0.5376 -2.0154
*
```

Calculated values
M = 345.9 g mol⁻¹
SMILES = C=C(F)I.O=C(F)I
relative energy (zero: lowest compared OMol25 entry of this formula, charge and spin) = 12.09 kcal per mole
Kohn-Sham gap = 9.46 eV
highest occupied orbital energy = -9.5 eV

Atomic partial charges in e from the Löwdin method, atoms 1 to 5: -0.019, -0.854, -0.047, 0.776, 0.068


ORCA calculation (ωB97M-V/def2-TZVPD) on C3H2F2O in the gas phase at a distorted geometry.

ORCA input file:
```
! RIJCOSX wB97M-V def2-TZVPD def2/J DEFGRID3
* xyz 0 1
C -1.2741 0.0382 0.0694
C -0.0605 0.5197 -0.0158
F 0.3837 1.8001 -0.0376
C 1.2504 -0.3374 0.0408
O 2.3150 0.1377 -0.1524
F 0.9928 -1.6563 -0.1209
H -2.2824 0.5284 -0.0237
H -1.3249 -1.0304 0.2402
*
```

Calculated values
M = 92.0 g mol⁻¹
SMILES = C=C(F)C(=O)F
relative energy (zero: lowest compared OMol25 entry of this formula, charge and spin) = 5.06 kcal per mole
Kohn-Sham gap = 11.16 eV
highest occupied orbital energy = -11.1 eV

Atomic partial charges in e from the Löwdin method, atoms 1 to 5: 0.107, -0.251, 0.066, -0.381, 0.188


ORCA calculation (ωB97M-V/def2-TZVPD) on 2 unconnected molecules or ions with the total composition C3H2F2O at a distorted geometry.

ORCA input file:
```
! RIJCOSX wB97M-V def2-TZVPD def2/J DEFGRID3
* xyz 0 1
C -0.1888 -0.1934 0.5642
C 0.5512 0.0574 -0.4676
C -2.7387 0.0553 0.0081
O -3.2569 1.0974 -0.1118
F 1.8968 -0.1619 -0.4682
F -3.2582 -1.1464 -0.0759
H -0.0979 -0.6094 1.5376
H 0.2371 0.4711 -1.4146
*
```

Calculated values
M = 92.0 g mol⁻¹
relative energy (zero: lowest compared OMol25 entry of this formula, charge and spin) = 91.14 kcal per mole
Kohn-Sham gap (alpha / beta) = 9.15 / 9.01 eV
highest occupied orbital energy (alpha / beta) = -10.1 / -10.1 eV

Atomic partial charges in e from the Löwdin method, atoms 1 to 5: 0.138, -0.247, -0.277, 0.146, -0.013


ORCA calculation (ωB97M-V/def2-TZVPD) on C3H2F2O in the gas phase at a distorted geometry.

ORCA input file:
```
! RIJCOSX wB97M-V def2-TZVPD def2/J DEFGRID3
* xyz 0 1
C 1.3206 -1.0622 0.0625
C 0.2351 -0.5719 -0.1455
C -1.1557 -0.2344 -0.0479
O -1.3669 1.1960 -0.2748
F -1.9166 -0.9143 -0.8436
F -1.5196 -0.5521 1.2333
H 2.2232 -1.4808 0.4126
H -1.6485 1.7156 0.5478
*
```

Calculated values
M = 92.0 g mol⁻¹
SMILES = C#CC(O)(F)F
relative energy (zero: lowest compared OMol25 entry of this formula, charge and spin) = 35.22 kcal per mole
Kohn-Sham gap = 11.87 eV
highest occupied orbital energy = -11.1 eV

Atomic partial charges in e from the Löwdin method, atoms 1 to 5: 0.175, 0.002, -0.663, 0.030, 0.180


ORCA calculation (ωB97M-V/def2-TZVPD) on a molecular structure, C3H2F4 at a distorted geometry.

ORCA input file:
```
! RIJCOSX wB97M-V def2-TZVPD def2/J DEFGRID3
* xyz 0 1
C 0.0000 -0.4347 -0.6904
C 0.4993 0.6504 -1.2036
C -0.3546 -0.3379 1.1802
F 1.0303 0.7666 -2.4464
F 0.6386 1.7246 -0.4577
F -0.5503 -1.5310 1.6302
F -1.5020 0.3046 1.2870
H -0.3117 -1.3226 -1.0076
H 0.5505 0.1799 1.7084
*
```

Calculated values
M = 114.0 g mol⁻¹
relative energy (zero: lowest compared OMol25 entry of this formula, charge and spin) = 50.14 kcal per mole
Kohn-Sham gap = 11.27 eV
highest occupied orbital energy = -10.3 eV

Atomic partial charges in e from the Löwdin method, atoms 1 to 5: 0.148, -0.408, -0.357, 0.100, 0.128


ORCA calculation (ωB97M-V/def2-TZVPD) on 2 unconnected molecules or ions with the total composition C3H2F4 at a distorted geometry.

ORCA input file:
```
! RIJCOSX wB97M-V def2-TZVPD def2/J DEFGRID3
* xyz 0 1
C 1.1069 0.1634 0.5290
C 0.6360 0.1451 -0.6986
C -1.7336 -0.4458 -0.2754
F 1.2020 1.2592 1.2727
F 0.2745 1.2648 -1.3702
F -1.9288 0.5817 0.4666
F -1.4998 -1.4609 0.5746
H 1.4109 -0.7535 0.9696
H 0.5319 -0.7539 -1.4684
*
```

Calculated values
M = 114.0 g mol⁻¹
relative energy (zero: lowest compared OMol25 entry of this formula, charge and spin) = 83.40 kcal per mole
Kohn-Sham gap = 9.99 eV
highest occupied orbital energy = -10.0 eV

Atomic partial charges in e from the Löwdin method, atoms 1 to 5: -0.162, -0.212, -0.097, 0.064, 0.008


ORCA calculation (ωB97M-V/def2-TZVPD) on a molecular structure, C3H2F4O3S at a distorted geometry.

ORCA input file:
```
! RIJCOSX wB97M-V def2-TZVPD def2/J DEFGRID3
* xyz 0 1
C -0.7565 -0.3572 0.3743
C -1.8211 -1.2119 -0.2091
C 0.0024 -0.4183 1.4716
O -1.2709 1.9454 -1.1334
O -2.2626 1.6079 1.1013
O -2.6410 -0.2360 -0.7192
F 1.0210 1.4070 -1.7529
F -1.5398 -2.1334 -1.0935
F -2.4103 -1.8924 0.8214
F 0.4654 0.6080 2.0415
S -1.7048 1.0861 -0.0885
H 0.1017 1.6897 -1.4305
H 0.2204 -1.4083 1.8965
*
```

Calculated values
M = 194.1 g mol⁻¹
relative energy (zero: lowest compared OMol25 entry of this formula, charge and spin) = 29.30 kcal per mole
Kohn-Sham gap = 11.37 eV
highest occupied orbital energy = -11.8 eV

Atomic partial charges in e from the Löwdin method, atoms 1 to 5: -0.098, -0.679, -0.109, -0.206, -0.192


ORCA calculation (ωB97M-V/def2-TZVPD) on C3H2F6O in the gas phase at a distorted geometry.

ORCA input file:
```
! RIJCOSX wB97M-V def2-TZVPD def2/J DEFGRID3
* xyz 0 1
F -0.9925 -1.0405 1.3232
C 0.1173 -0.5574 1.5122
F 0.1266 0.1451 2.6165
F 1.0168 -1.5752 1.7265
C 0.6327 0.2449 0.2622
O 0.3625 -0.3941 -0.8615
C -0.5637 0.2032 -1.6294
F -0.1772 1.4189 -2.0622
F -0.7591 -0.5052 -2.8101
F -1.7112 0.3917 -1.0100
H 1.7168 0.3846 0.4757
H 0.2310 1.2841 0.4569
*
```

Calculated values
M = 168.0 g mol⁻¹
SMILES = FC(F)(F)COC(F)(F)F
relative energy (zero: lowest compared OMol25 entry of this formula, charge and spin) = 7.75 kcal per mole
Kohn-Sham gap = 13.03 eV
highest occupied orbital energy = -12.2 eV

Atomic partial charges in e from the Löwdin method, atoms 1 to 5: 0.277, -0.712, 0.180, 0.107, -0.122


ORCA calculation (ωB97M-V/def2-TZVPD) on a molecular structure, C3H2FHgO2 at a distorted geometry.

ORCA input file:
```
! RIJCOSX wB97M-V def2-TZVPD def2/J DEFGRID3
* xyz -1 3
H -1.0676 -0.2249 -0.6622
C 0.5396 1.2589 -0.3850
C -0.7131 0.8088 -0.6576
O -1.7142 1.7948 -0.8890
C -2.9136 1.5582 -1.1479
O 1.5838 0.5347 -0.2008
H 0.6542 2.3604 -0.3369
F 2.6002 -3.5386 -0.3350
Hg 2.5728 -1.5605 -0.1271
*
```

Calculated values
⟨S²⟩ = 2.010
M = 289.6 g mol⁻¹
relative energy (zero: lowest compared OMol25 entry of this formula, charge and spin) = 0.00 kcal per mole
Kohn-Sham gap (alpha / beta) = 7.16 / 7.16 eV
highest occupied orbital energy (alpha / beta) = -3.3 / -4.2 eV

Atomic partial charges in e from the Löwdin method, atoms 1 to 5: 0.093, -0.390, -0.176, -0.244, -0.023


ORCA calculation (ωB97M-V/def2-TZVPD) on a molecular structure, C3H2FHgO2 at a distorted geometry.

ORCA input file:
```
! RIJCOSX wB97M-V def2-TZVPD def2/J DEFGRID3
* xyz 0 2
O 0.3409 2.2287 0.0820
C 0.0589 1.0620 -0.2252
O -0.5621 0.6647 -1.2476
C 0.9926 0.1327 1.9767
C 0.4167 -0.0143 0.7928
H 1.1397 1.1349 2.3714
H 1.2539 -0.7309 2.5894
F -0.0328 -1.2624 0.4405
Hg -1.0703 -1.3647 -1.6065
*
```

Calculated values
⟨S²⟩ = 0.755
M = 289.6 g mol⁻¹
relative energy (zero: lowest compared OMol25 entry of this formula, charge and spin) = 0.00 kcal per mole
Kohn-Sham gap (alpha / beta) = 9.54 / 7.15 eV
highest occupied orbital energy (alpha / beta) = -9.4 / -10.0 eV

Atomic partial charges in e from the Löwdin method, atoms 1 to 5: 0.054, -0.648, -0.239, 0.117, -0.269


ORCA calculation (ωB97M-V/def2-TZVPD) on a molecular structure, C3H2FHgO2 at a distorted geometry.

ORCA input file:
```
! RIJCOSX wB97M-V def2-TZVPD def2/J DEFGRID3
* xyz 2 2
O 0.7584 -1.0177 0.2511
O 0.4200 1.0060 -0.4281
C -0.5922 -0.9528 0.1173
C -0.9376 0.4420 -0.2286
C 1.3241 0.1370 -0.1320
H -1.1741 -1.8674 0.1479
H -1.5277 0.6115 -1.1368
F -1.5092 1.1197 0.7985
Hg 3.2384 0.5217 0.6109
*
```

Calculated values
⟨S²⟩ = 0.765
M = 289.6 g mol⁻¹
relative energy (zero: lowest compared OMol25 entry of this formula, charge and spin) = 23.68 kcal per mole
Kohn-Sham gap (alpha / beta) = 5.49 / 9.32 eV
highest occupied orbital energy (alpha / beta) = -18.8 / -22.4 eV

Atomic partial charges in e from the Löwdin method, atoms 1 to 5: 0.082, 0.109, 0.211, -0.178, -0.322


ORCA calculation (ωB97M-V/def2-TZVPD) on a molecular structure, C3H2FIO2 at a distorted geometry.

ORCA input file:
```
! RIJCOSX wB97M-V def2-TZVPD def2/J DEFGRID3
* xyz 0 1
C -0.2870 -0.7712 0.3138
C 1.0021 -0.4296 -0.2069
C -0.4378 1.0124 -0.7910
O -1.2149 0.0879 -0.2282
O 0.7893 0.7103 -0.9065
F -1.0227 1.9158 -1.4693
I -0.2121 -0.1282 2.9838
H -0.6700 -1.8175 0.5951
H 2.0530 -0.5798 -0.2907
*
```

Calculated values
M = 215.9 g mol⁻¹
relative energy (zero: lowest compared OMol25 entry of this formula, charge and spin) = 50.08 kcal per mole
Kohn-Sham gap = 6.66 eV
highest occupied orbital energy = -7.5 eV

Atomic partial charges in e from the Löwdin method, atoms 1 to 5: -0.346, -0.075, -0.410, 0.131, 0.188


Look up the M of the ninth one. 289.6 g mol⁻¹


What is the formula in the first record? C3H2F2I2O